[1]
DFT (ωB97M-V with the def2-TZVPD basis set) results for a single C4H7N3 molecule.

Frontier orbital gap   0.32459 hartree
HOMO level   -7.73 eV
Energy above the lowest of the compared OMol25 structures with the same formula, charge and spin   4.701 eV
LUMO energy   1.106 eV

```
! wB97M-V def2-TZVPD RIJCOSX def2/J DEFGRID3
* xyz 0 1
C -0.03840 -1.36734 1.81917
N -0.22459 -1.21430 0.38114
C -0.34620 0.07538 -0.03964
N 1.53743 0.07095 -1.99875
N 0.71010 0.95817 -2.07031
C -0.49684 1.01127 -1.17718
C -0.41326 1.34363 0.26149
H -0.87361 -0.87661 2.32677
H -0.05460 -2.42742 2.08605
H 0.89716 -0.92211 2.18951
H 0.43593 -1.73480 -0.18644
H 0.74902 1.69190 -2.80905
H -1.38188 1.26761 -1.77931
H -0.50026 2.12367 0.99654
*
```

***

[2]
DFT (ωB97M-V with the def2-TZVPD basis set) results for a single C7H11BO6 molecule in a non-equilibrium geometry.

Frontier orbital gap   0.37347 hartree
HOMO level   -9.80 eV
Energy above the lowest of the compared OMol25 structures with the same formula, charge and spin   0.000 eV
SMILES string   COC(=O)C1(C(=O)OC)C[C@H]1B(O)O
LUMO energy   0.365 eV

```
! wB97M-V def2-TZVPD RIJCOSX def2/J DEFGRID3
* xyz 0 1
B -2.58361 0.69751 0.47150
C -0.29313 -0.72726 -0.41110
C 1.45444 1.04206 0.17055
C -0.66797 1.74962 -1.01577
C -1.12619 1.42605 0.35584
C 0.02072 0.69211 -0.24559
C 0.19034 -3.01502 -0.11411
C 3.70536 0.48458 0.33996
O -1.40528 -1.03947 -0.78238
O 1.68214 2.13806 0.60089
O -3.22129 0.88073 -0.69446
O -2.90945 -0.00257 1.56045
O 0.53978 -1.62230 -0.03871
O 2.37434 0.13260 -0.02082
H -1.49167 1.24598 -1.58467
H -0.03618 2.59548 -1.21525
H -0.78793 1.97183 1.21201
H 0.62863 -3.52749 0.70076
H 0.35126 -3.40421 -1.14933
H -0.94347 -3.19212 0.08605
H 3.72514 0.78338 1.42141
H 3.98633 1.35350 -0.24231
H 4.42725 -0.29972 0.05092
H -3.91849 0.16982 -0.87313
H -3.70103 -0.53315 1.41731
*
```

***

[3]
DFT (ωB97M-V with the def2-TZVPD basis set) results for a single C6H7NO3 molecule in a non-equilibrium geometry.

Frontier orbital gap   0.31199 hartree
HOMO level   -8.42 eV
Energy above the lowest of the compared OMol25 structures with the same formula, charge and spin   4.917 eV
LUMO energy   0.074 eV

```
! wB97M-V def2-TZVPD RIJCOSX def2/J DEFGRID3
* xyz 0 1
C 1.60816 0.47069 -0.01280
C 0.25769 -0.14951 0.06090
C -1.86815 -0.39306 0.06252
C -0.07142 -1.50503 -0.01558
C 3.87766 -0.05197 -0.05598
C -3.55516 1.15466 0.13777
N -0.95191 0.50940 0.20248
O -1.43676 -1.61043 -0.14146
O 2.53358 -0.41353 0.10438
O -3.20069 -0.20033 0.01962
H 0.51657 -2.25400 -0.29331
H 4.33612 0.50678 0.78569
H 4.23928 0.69176 -0.91787
H 4.44937 -0.93181 -0.31809
H -3.64017 1.39559 1.13333
H -4.49280 1.11909 -0.36974
H -2.60134 1.66171 -0.38186
*
```

***

[4]
DFT (ωB97M-V with the def2-TZVPD basis set) results for a molecular structure, C41H50BCdN8O7S.

Frontier orbital gap   0.27599 hartree
HOMO level   -5.79 eV
Energy above the lowest of the compared OMol25 structures with the same formula, charge and spin   0.653 eV
LUMO energy   1.722 eV

```
! wB97M-V def2-TZVPD RIJCOSX def2/J DEFGRID3
* xyz -1 1
Cd 0.19358 0.29425 0.07134
C 3.34702 -3.82622 -1.44415
C 2.51593 -2.63503 -1.80825
C 2.66037 -1.78545 -2.88729
C 1.64433 -0.81988 -2.74926
N 0.92828 -1.08258 -1.66808
N 1.46687 -2.19769 -1.08352
B 0.80481 -2.84773 0.17818
N 1.24013 -2.19216 1.53174
N 0.62292 -1.06035 1.97684
C 1.12251 -0.77330 3.16482
C 2.06430 -1.75569 3.52960
C 2.11875 -2.62950 2.46035
C 2.97447 -3.84594 2.29937
C 0.70196 0.45759 3.94067
C -0.47661 1.16724 3.27009
C 0.29060 0.03501 5.35611
C 1.89172 1.43050 4.01440
N -0.74073 -2.74472 0.04732
N -1.40903 -1.54653 0.00503
C -2.70029 -1.82859 -0.07580
C -2.88323 -3.22993 -0.09389
C -1.61712 -3.76852 -0.01480
C -1.20839 -5.20942 0.00900
C -3.78348 -0.77222 -0.12336
C -4.60025 -0.95365 -1.40842
C -3.19075 0.63020 -0.10065
C -4.70038 -0.95463 1.09327
C 1.37916 0.36783 -3.64638
C 1.27865 -0.12566 -5.09419
C 0.07813 1.08021 -3.27590
C 2.55228 1.34946 -3.51208
H 4.03223 -4.04689 -2.26044
H 3.94513 -3.63665 -0.55052
H 2.73319 -4.70874 -1.25327
H 3.41222 -1.85751 -3.66144
H 1.12785 -4.00724 0.20701
H 2.64997 -1.82057 4.43935
H 3.45078 -4.07692 3.25152
H 2.39265 -4.71323 1.97904
H 3.76616 -3.68451 1.56338
H -1.32786 0.48967 3.13781
H -0.79529 2.01150 3.88829
H -0.20118 1.57186 2.29437
H -0.55423 -0.66164 5.32071
H 1.11696 -0.46133 5.87613
H -0.00456 0.91354 5.94139
H 2.24722 1.67302 3.00738
H 1.59323 2.36016 4.51716
H 2.72451 0.99049 4.57776
H -3.81401 -3.78070 -0.15667
H -2.10066 -5.83281 -0.05018
H -0.55634 -5.45790 -0.83180
H -0.67080 -5.46118 0.92614
H -3.96344 -0.82319 -2.28923
H -5.04966 -1.95030 -1.45752
H -5.40448 -0.20989 -1.45062
H -2.53608 0.81127 -0.95319
H -3.98424 1.38240 -0.13439
H -2.61163 0.80748 0.80828
H -5.16455 -1.94614 1.09754
H -4.13183 -0.84153 2.02193
H -5.49575 -0.20038 1.08096
H 0.45767 -0.84339 -5.20220
H 1.09035 0.72095 -5.76582
H 2.20426 -0.61667 -5.41356
H -0.77190 0.39008 -3.29760
H 0.11908 1.54132 -2.28890
H -0.11341 1.88494 -3.99189
H 3.48747 0.89029 -3.85332
H 2.36871 2.24774 -4.11487
H 2.68961 1.64768 -2.46731
O -1.66476 4.35908 0.38938
C -0.75888 3.52628 0.33708
O -0.79705 2.32663 -0.10670
C 0.57734 3.91963 0.91833
C 1.75455 3.59982 0.26519
C 2.96000 3.91691 0.85465
C 3.04742 4.51846 2.08929
C 1.85878 4.82644 2.71578
C 0.62806 4.55787 2.14705
N 1.91444 5.48089 4.04743
O 0.87378 5.59348 4.67064
O 2.99364 5.89525 4.43451
N 4.21699 3.57387 0.14036
O 4.12361 3.20792 -1.01541
O 5.26840 3.67189 0.75243
H 1.73994 3.09670 -0.69149
H 3.99874 4.73587 2.54444
H -0.28794 4.83577 2.64865
C 10.20389 -3.80258 0.90651
C 8.91893 -3.01726 0.75022
O 7.90108 -3.51668 0.35300
S 9.09851 -1.29805 1.23206
C 7.45848 -0.67724 1.00872
C 7.01996 -0.29514 -0.25375
C 5.71749 0.14679 -0.43078
C 4.83079 0.21572 0.64771
C 5.29642 -0.14009 1.92063
C 6.59940 -0.58596 2.10121
C 3.45192 0.58587 0.44592
C 2.27764 0.88163 0.29437
H 10.38268 -4.37623 -0.00402
H 10.07658 -4.50666 1.73135
H 11.05646 -3.15605 1.11553
H 7.69936 -0.35328 -1.09543
H 5.36388 0.43476 -1.41334
H 4.60875 -0.08497 2.75638
H 6.95116 -0.87391 3.08617
*
```

***

[5]
DFT (ωB97M-V with the def2-TZVPD basis set) results for a molecular structure, C12H22BrNO3OsPS3.

Frontier orbital gap (spin up / spin down)   0.28071 / 0.25827 hartree
HOMO level (spin up / spin down)   -14.74 / -14.62 eV
Energy above the lowest of the compared OMol25 structures with the same formula, charge and spin   0.000 eV
LUMO energy (spin up / spin down)   -7.100 / -7.594 eV

```
! wB97M-V def2-TZVPD RIJCOSX def2/J DEFGRID3
* xyz 2 2
Os 0.45883 0.19751 0.75801
C -2.60744 -4.40600 0.39889
C -1.88852 -3.41643 1.27086
C -1.90110 -3.49650 2.66210
C -1.23221 -2.55604 3.43696
C -0.56692 -1.55525 2.77617
Br 0.37491 -0.18777 3.63454
N -0.52948 -1.45447 1.44317
C -1.18146 -2.36817 0.70315
H -3.15427 -5.12839 0.99930
H -1.90301 -4.94666 -0.23389
H -3.31219 -3.89696 -0.25863
H -2.44069 -4.29761 3.15157
H -1.23296 -2.59644 4.51658
H -1.12725 -2.24170 -0.37056
C -4.41305 2.13903 -1.51060
C -3.17882 2.72099 -2.14482
O -2.08979 1.72394 -2.07296
P -0.74134 1.92406 -1.34555
S 0.29205 0.20372 -1.60113
S -0.87221 2.09056 0.68763
O -0.15338 3.21773 -1.97188
C 1.03342 3.98192 -1.57386
C 2.31334 3.19600 -1.71886
H -5.21004 2.88201 -1.53153
H -4.22617 1.86154 -0.47286
H -4.74806 1.25908 -2.05744
H -2.85584 3.63940 -1.65447
H -3.31189 2.91538 -3.20517
H 0.88398 4.32720 -0.55081
H 1.01543 4.83600 -2.24364
H 2.32885 2.33370 -1.05109
H 3.15085 3.84515 -1.46462
H 2.43832 2.84757 -2.74371
C 5.06022 -0.09680 0.91823
S 3.58118 -0.94505 1.40846
C 3.39055 -2.05214 0.02373
O 2.47546 0.13006 1.17679
H 4.99902 0.20500 -0.12541
H 5.89528 -0.77842 1.08582
H 5.16985 0.77398 1.56250
H 4.10130 -2.87257 0.12369
H 3.53994 -1.51219 -0.90995
H 2.37529 -2.44597 0.07528
*
```

***

[6]
DFT (ωB97M-V with the def2-TZVPD basis set) results for 2 unconnected molecules or ions with the total composition C6H9N2O in a non-equilibrium geometry.

Frontier orbital gap   0.28658 hartree
HOMO level   -12.84 eV
Energy above the lowest of the compared OMol25 structures with the same formula, charge and spin   4.173 eV
LUMO energy   -5.040 eV

```
! wB97M-V def2-TZVPD RIJCOSX def2/J DEFGRID3
* xyz 1 1
C -2.26664 -0.82580 0.80012
C -3.53806 -0.38989 0.58882
C -2.27938 0.81230 -0.74089
C -1.47116 -0.01968 -0.00479
C 0.93090 -0.21455 -0.06586
C 3.08251 0.69835 0.25251
N 1.70490 0.75323 0.33529
N 1.25682 -1.34688 -0.61603
O -3.54014 0.55454 -0.37540
H -1.96165 -1.45911 1.66937
H -4.50468 -0.65639 0.80273
H -1.95751 1.57082 -1.46148
H 3.49724 0.84291 -0.75916
H 3.64255 1.40584 0.91172
H 3.42030 -0.24943 0.53773
H 1.25581 1.64768 0.15275
H 0.52681 -1.80803 -1.14266
H 2.20139 -1.31590 -0.88476
*
```